Entry 1:
# C5H7NO

A structure of composition C5H7NO in a non-equilibrium geometry (the ωB97M-V functional and the def2-TZVPD basis, the OMol25 dataset).

Structure (ORCA input):
```
! wB97M-V def2-TZVPD RIJCOSX def2/J DEFGRID3
* xyz 0 1
C -1.845 -0.064 0.032
C -0.373 -0.387 0.166
N -0.078 -1.389 1.029
C 0.628 0.566 0.661
C 1.790 0.513 -0.119
C 0.395 -0.111 -1.412
O 0.028 0.272 -2.446
H -2.012 0.862 -0.527
H -2.279 0.025 1.033
H -2.348 -0.887 -0.482
H 0.920 -1.594 1.014
H 0.390 1.313 1.411
H 2.273 -0.447 -0.300
H 2.511 1.328 -0.061
*
```

E_LUMO	-0.123	eV
max |F|	1.3	eV Å⁻¹
HOMO-LUMO gap	8.5	eV
ΔE to the lowest compared entry with this formula, charge and spin	5.091	eV

From a Löwdin analysis of the wavefunction, the atomic charges in e read: -0.03, -0.63, 0.14, -0.10, -0.04, -0.09, 0.15, 0.08, 0.09, 0.09, 0.04, 0.13, 0.09, 0.08


Entry 2:
# C5H7NO

A cluster of 2 separate species, C5H7NO in total in a non-equilibrium geometry (the ωB97M-V functional and the def2-TZVPD basis, the OMol25 dataset).

Structure (ORCA input):
```
! wB97M-V def2-TZVPD RIJCOSX def2/J DEFGRID3
* xyz 0 1
O 2.038 0.145 1.049
C 2.768 -0.557 0.063
C 1.352 -0.522 -0.060
C 0.102 -0.605 -0.388
C -1.050 -0.150 0.074
C -2.231 0.691 -0.093
N -2.169 -0.495 0.788
H 0.567 0.854 1.604
H 3.362 0.085 -0.575
H 3.238 -1.454 0.445
H -0.170 0.925 1.575
H -2.701 0.622 -1.070
H -2.367 1.634 0.437
H -2.622 -1.359 0.517
*
```

E_LUMO	0.713	eV
max |F|	1.1	eV Å⁻¹
HOMO-LUMO gap	9.6	eV
ΔE to the lowest compared entry with this formula, charge and spin	7.136	eV

From a Löwdin analysis of the wavefunction, the atomic charges in e read: -0.11, -0.12, -0.22, 0.05, -0.35, -0.08, 0.08, 0.10, 0.11, 0.11, 0.09, 0.11, 0.11, 0.12


Entry 3:
# C5H7NO

The molecule C5H7NO (the ωB97M-V functional and the def2-TZVPD basis, the OMol25 dataset).

Structure (ORCA input):
```
! wB97M-V def2-TZVPD RIJCOSX def2/J DEFGRID3
* xyz 0 1
C -1.937 -0.048 0.044
C -0.445 -0.181 0.102
N 0.226 -1.048 1.063
C 0.758 0.284 0.933
C 1.676 0.391 -0.303
C 0.402 0.108 -1.105
O 0.088 0.374 -2.236
H -2.234 0.928 -0.351
H -2.416 -0.222 1.009
H -2.300 -0.803 -0.663
H 0.833 -1.758 0.660
H 0.800 0.933 1.802
H 2.488 -0.341 -0.390
H 2.061 1.384 -0.565
*
```

E_LUMO	0.961	eV
max |F|	0.4	eV Å⁻¹
HOMO-LUMO gap	10.3	eV
ΔE to the lowest compared entry with this formula, charge and spin	2.023	eV

From a Löwdin analysis of the wavefunction, the atomic charges in e read: -0.01, -0.36, 0.10, -0.18, -0.03, -0.36, 0.11, 0.09, 0.08, 0.09, 0.11, 0.14, 0.11, 0.12


Entry 4:
# C5H7NO

The molecule C5H7NO (the ωB97M-V functional and the def2-TZVPD basis, the OMol25 dataset).

Structure (ORCA input):
```
! wB97M-V def2-TZVPD RIJCOSX def2/J DEFGRID3
* xyz 0 1
O 1.469 1.981 1.408
C 0.863 0.967 1.167
C 1.398 -0.116 0.234
C 0.439 -1.252 0.032
C -0.829 -1.146 -0.391
C -1.490 0.106 -0.796
N -0.861 1.213 -0.880
H 2.341 -0.476 0.660
H 1.633 0.381 -0.714
H 0.799 -2.250 0.280
H -1.437 -2.046 -0.455
H -0.104 0.736 1.662
H -2.561 0.018 -1.019
H -1.483 1.971 -1.161
*
```

E_LUMO	0.283	eV
max |F|	0.5	eV Å⁻¹
HOMO-LUMO gap	9.7	eV
ΔE to the lowest compared entry with this formula, charge and spin	1.617	eV

From a Löwdin analysis of the wavefunction, the atomic charges in e read: 0.04, -0.30, -0.16, -0.09, -0.10, -0.22, 0.11, 0.12, 0.12, 0.10, 0.09, 0.12, 0.11, 0.07


Entry 5:
# C5H7NO

The molecule C5H7NO (the ωB97M-V functional and the def2-TZVPD basis, the OMol25 dataset).

Structure (ORCA input):
```
! wB97M-V def2-TZVPD RIJCOSX def2/J DEFGRID3
* xyz 0 1
N 0.846 1.878 1.383
C -0.166 1.066 1.050
O -1.379 1.113 1.013
C -1.342 -1.351 -0.303
C -0.041 -1.330 -0.590
C 0.635 -0.059 -1.097
C 0.899 0.426 0.309
H 0.542 2.858 1.372
H -1.978 -0.505 -0.537
H -1.797 -2.175 0.237
H 0.611 -2.144 -0.278
H -0.072 0.558 -1.658
H 1.523 -0.260 -1.706
H 1.721 -0.074 0.805
*
```

E_LUMO	0.231	eV
max |F|	0.7	eV Å⁻¹
HOMO-LUMO gap	9.8	eV
ΔE to the lowest compared entry with this formula, charge and spin	3.545	eV

From a Löwdin analysis of the wavefunction, the atomic charges in e read: 0.17, -0.61, 0.05, 0.03, -0.19, -0.14, -0.03, 0.10, 0.07, 0.07, 0.11, 0.12, 0.11, 0.13


Entry 6:
# C5H7NO

The molecule C5H7NO in a non-equilibrium geometry (the ωB97M-V functional and the def2-TZVPD basis, the OMol25 dataset).

Structure (ORCA input):
```
! wB97M-V def2-TZVPD RIJCOSX def2/J DEFGRID3
* xyz 0 1
C -1.797 -0.487 0.463
C -0.576 -0.025 -0.329
C -0.515 1.446 -0.436
N -0.468 2.599 -0.511
C 0.740 -0.650 0.194
O 0.721 -1.581 0.956
C 1.988 0.084 -0.191
H -1.779 -0.087 1.480
H -2.718 -0.160 -0.026
H -1.783 -1.576 0.524
H -0.633 -0.405 -1.357
H 2.879 -0.502 0.038
H 1.939 0.955 0.440
H 2.003 0.388 -1.245
*
```

E_LUMO	0.674	eV
max |F|	1.1	eV Å⁻¹
HOMO-LUMO gap	10.9	eV
ΔE to the lowest compared entry with this formula, charge and spin	0.541	eV

From a Löwdin analysis of the wavefunction, the atomic charges in e read: -0.05, -0.29, -0.20, 0.16, -0.42, 0.11, -0.01, 0.09, 0.09, 0.08, 0.16, 0.09, 0.09, 0.10


Entry 7:
# C5H7NO

The molecule C5H7NO (the ωB97M-V functional and the def2-TZVPD basis, the OMol25 dataset).

Structure (ORCA input):
```
! wB97M-V def2-TZVPD RIJCOSX def2/J DEFGRID3
* xyz 0 1
C 1.566 -0.343 0.746
C 0.464 -0.228 -0.288
C -0.978 0.081 0.003
N -1.599 -0.518 1.037
C -1.581 0.821 -1.029
C -0.443 1.139 -1.734
O 0.776 0.658 -1.343
H 1.316 -1.141 1.453
H 2.503 -0.614 0.249
H 1.742 0.578 1.308
H -2.596 -0.362 1.066
H -1.127 -0.636 1.922
H 0.289 -1.194 -0.767
H -0.332 1.760 -2.622
*
```

E_LUMO	0.327	eV
max |F|	0.5	eV Å⁻¹
HOMO-LUMO gap	8.1	eV
ΔE to the lowest compared entry with this formula, charge and spin	3.060	eV

From a Löwdin analysis of the wavefunction, the atomic charges in e read: -0.01, -0.34, -0.34, 0.16, -0.04, -0.14, -0.03, 0.08, 0.09, 0.09, 0.11, 0.11, 0.17, 0.11


Entry 8:
# C5H7NO

The molecule C5H7NO (the ωB97M-V functional and the def2-TZVPD basis, the OMol25 dataset).

Structure (ORCA input):
```
! wB97M-V def2-TZVPD RIJCOSX def2/J DEFGRID3
* xyz 0 1
C 1.853 -0.244 -0.284
N 0.424 -0.027 -0.253
C -0.424 0.064 -1.336
C -1.696 0.258 -0.870
C -1.635 0.297 0.556
C -0.316 0.110 0.885
O 0.350 0.063 2.075
H 2.107 -1.285 -0.056
H 2.342 0.403 0.448
H 2.224 0.005 -1.280
H -0.036 -0.018 -2.342
H -2.583 0.378 -1.479
H -2.450 0.467 1.246
H -0.162 -0.472 2.691
*
```

E_LUMO	0.779	eV
max |F|	0.3	eV Å⁻¹
HOMO-LUMO gap	8.6	eV
ΔE to the lowest compared entry with this formula, charge and spin	0.665	eV

From a Löwdin analysis of the wavefunction, the atomic charges in e read: -0.02, -0.11, -0.11, -0.11, -0.04, -0.36, 0.06, 0.09, 0.09, 0.09, 0.11, 0.09, 0.10, 0.11


> Which value of HOMO-LUMO gap does entry 2 give?

9.6 eV